This record from OMol25 describes a structure of composition C39H64BrN7O8SSiTi. The level of theory is wB97M-V/def2-TZVPD.

Values from the calculation:
* orbital gap: 6.848 eV
* E_LUMO: -0.219 Eh

Geometry as ORCA input:
```
! RIJCOSX wB97M-V def2-TZVPD def2/J DEFGRID3
* xyz 2 1
Ti -0.906 -0.820 -0.344
C 1.813 4.492 -5.653
C 1.752 2.970 -5.843
C 0.902 2.639 -7.078
C 3.171 2.454 -6.080
C 1.110 2.337 -4.610
C 1.777 1.419 -3.812
C 1.130 0.877 -2.716
Br 2.022 -0.331 -1.579
C -0.172 1.232 -2.401
O -0.737 0.641 -1.295
C -0.873 2.181 -3.159
C -0.193 2.694 -4.256
C -2.296 2.625 -2.810
C -2.359 3.163 -1.370
C -2.774 3.749 -3.733
C -3.258 1.442 -2.981
H 2.261 4.958 -6.532
H 2.418 4.755 -4.784
H 0.821 4.926 -5.520
H 1.359 3.070 -7.969
H -0.108 3.044 -6.996
H 0.825 1.560 -7.223
H 3.585 2.933 -6.967
H 3.189 1.376 -6.251
H 3.834 2.687 -5.244
H 2.790 1.117 -4.030
H -0.700 3.420 -4.874
H -1.660 3.991 -1.237
H -2.128 2.400 -0.628
H -3.364 3.540 -1.169
H -2.133 4.630 -3.666
H -3.780 4.048 -3.435
H -2.824 3.432 -4.775
H -2.950 0.587 -2.382
H -3.301 1.127 -4.025
H -4.265 1.731 -2.671
O -4.775 2.914 4.180
C -3.372 3.014 4.213
C -2.796 2.097 3.175
C -1.423 2.048 2.954
C -0.917 1.189 2.003
N -1.716 0.404 1.268
C -3.039 0.450 1.462
C -3.614 1.276 2.410
C -3.805 -0.417 0.546
C -5.181 -0.536 0.590
C -5.831 -1.318 -0.353
C -7.325 -1.455 -0.350
O -7.831 -0.872 0.826
C -5.059 -1.950 -1.323
C -3.693 -1.799 -1.298
N -3.060 -1.061 -0.372
H -5.157 3.506 4.836
H -2.967 2.723 5.190
H -3.029 4.034 4.004
H -0.742 2.671 3.520
H 0.150 1.106 1.828
H -4.682 1.308 2.558
H -5.760 -0.026 1.344
H -7.581 -2.518 -0.425
H -7.711 -0.959 -1.249
H -8.793 -0.897 0.814
H -5.512 -2.552 -2.099
H -3.074 -2.259 -2.052
N -2.376 -3.844 1.902
N -1.808 -4.953 1.222
C -1.327 -4.842 -0.006
N -0.910 -5.922 -0.658
N -1.341 -3.571 -0.504
N -0.690 -3.309 -1.605
O -0.043 -4.058 -2.290
O -0.773 -2.058 -1.928
H -1.598 -3.236 2.167
H -2.764 -4.210 2.765
H -1.974 -5.869 1.610
H -0.914 -6.826 -0.215
H -0.411 -5.810 -1.527
C 3.208 2.178 0.511
C 3.284 1.543 1.888
C 2.882 2.534 2.968
C 4.672 0.977 2.143
O 2.277 0.484 1.933
Si 2.378 -1.127 1.934
S 0.415 -1.822 1.247
O 2.523 -1.854 3.364
C 1.998 -1.664 4.702
C 3.038 -0.912 5.515
C 0.684 -0.896 4.657
C 1.788 -3.065 5.254
O 3.471 -1.668 0.885
C 4.284 -2.875 0.809
C 5.056 -2.758 -0.494
C 5.234 -2.930 1.994
C 3.348 -4.076 0.788
H 3.952 2.970 0.424
H 2.222 2.614 0.336
H 3.405 1.435 -0.261
H 3.521 3.417 2.928
H 2.967 2.095 3.963
H 1.850 2.857 2.814
H 5.385 1.795 2.247
H 4.994 0.347 1.313
H 4.699 0.392 3.063
H 3.144 0.113 5.161
H 4.005 -1.411 5.449
H 2.741 -0.877 6.564
H 0.822 0.085 4.197
H 0.312 -0.746 5.671
H -0.071 -1.447 4.093
H 2.731 -3.610 5.275
H 1.083 -3.615 4.626
H 1.391 -3.022 6.269
H 5.680 -1.864 -0.487
H 4.376 -2.703 -1.346
H 5.701 -3.627 -0.626
H 5.849 -2.030 2.031
H 5.898 -3.787 1.885
H 4.692 -3.028 2.934
H 2.662 -4.004 -0.059
H 2.771 -4.125 1.715
H 3.920 -4.999 0.693
*
```